Density functional theory data (ωB97M-V with the def2-TZVPD basis set) for 20 unconnected molecules or ions with the total composition C90H120N20.

CARTESIAN COORDINATES (ANGSTROEM)
N 4.6673 -0.7032 5.4498
C 3.6472 -0.0515 4.9304
C 3.1877 -0.2190 3.6627
C 3.8231 -1.1149 2.8468
C 4.8710 -1.8392 3.3639
C 5.2518 -1.6550 4.6878
H 3.1470 0.6803 5.5942
H 2.4001 0.4305 3.2732
H 3.6391 -1.2058 1.7624
H 5.4327 -2.5479 2.7575
H 6.1536 -2.1716 5.0617
N -6.7890 4.0459 0.0269
C -6.2900 5.0423 -0.6806
C -4.9642 5.2554 -0.9551
C -4.0521 4.3016 -0.5595
C -4.5635 3.2018 0.1651
C -5.9254 3.1084 0.4316
H -6.9719 5.8135 -1.0138
H -4.6687 6.0873 -1.6144
H -2.9850 4.3821 -0.7314
H -4.0509 2.2778 0.4230
H -6.2855 2.3278 1.1138
N -3.4084 3.5569 6.7014
C -3.8469 4.4938 5.7908
C -4.1221 4.1257 4.4770
C -3.9898 2.8623 4.0524
C -3.6215 1.9174 4.9858
C -3.3563 2.3207 6.2694
H -3.9707 5.4897 6.1466
H -4.5138 4.8179 3.7185
H -4.2304 2.5416 3.0551
H -3.5016 0.8492 4.7131
H -2.9948 1.6038 6.9972
N 1.7889 5.1890 -3.9681
C 2.8783 4.4938 -4.4089
C 2.8961 3.8823 -5.6193
C 1.8881 4.0508 -6.5604
C 0.8143 4.7587 -6.1137
C 0.8037 5.3569 -4.8392
H 3.7839 4.2859 -3.7872
H 3.7534 3.2891 -5.9176
H 1.8495 3.5864 -7.5317
H -0.1199 4.8956 -6.6783
H -0.1201 5.7391 -4.5105
N -1.9492 -1.7623 5.8743
C -1.9830 -0.9147 6.9126
C -0.8309 -0.5386 7.6252
C 0.3766 -1.0602 7.2483
C 0.3767 -1.8970 6.1256
C -0.7862 -2.2706 5.5094
H -2.9556 -0.5313 7.1922
H -0.8570 0.1446 8.5330
H 1.2823 -0.8245 7.7911
H 1.3375 -2.3097 5.8708
H -0.7673 -2.9059 4.5941
N -6.2806 -0.9853 -4.2982
C -5.6324 -1.3286 -3.2207
C -5.0221 -0.3802 -2.3723
C -5.1628 0.9664 -2.6438
C -5.9657 1.3188 -3.6927
C -6.4628 0.3409 -4.5540
H -5.5191 -2.3643 -2.9919
H -4.3779 -0.6301 -1.5178
H -4.7958 1.7108 -1.9314
H -6.2382 2.3503 -3.8832
H -7.0629 0.5724 -5.4452
N -0.4909 3.4880 -0.2670
C -0.8024 3.8575 0.9612
C -0.4635 5.1164 1.5030
C 0.2572 5.9807 0.7623
C 0.5954 5.6109 -0.5506
C 0.2659 4.3949 -1.0137
H -1.2998 3.1659 1.6671
H -0.6179 5.2997 2.5758
H 0.4460 6.9960 1.1474
H 1.2755 6.2406 -1.1034
H 0.5328 4.0979 -2.0158
N 2.3787 4.5322 3.5973
C 1.7299 5.2482 4.5166
C 0.5128 4.9446 5.1241
C 0.0307 3.6841 4.7510
C 0.7010 2.8860 3.8761
C 1.8865 3.3143 3.3241
H 2.1890 6.2115 4.7332
H 0.1803 5.5844 5.8522
H -0.9486 3.3073 5.0612
H 0.4092 1.8785 3.6439
H 2.3804 2.6655 2.6416
N 3.1249 1.0744 -3.8934
C 4.3953 1.3140 -3.7107
C 5.4344 0.9982 -4.5780
C 5.1190 0.3729 -5.8083
C 3.7831 0.1448 -5.9914
C 2.8296 0.4957 -5.0466
H 4.6244 1.8212 -2.7692
H 6.4521 1.3154 -4.2012
H 5.8458 0.1107 -6.5343
H 3.3807 -0.3703 -6.9203
H 1.7737 0.3539 -5.2250
N -4.2516 -0.7575 1.4246
C -3.7565 -1.0327 2.6697
C -4.4431 -1.6511 3.6737
C -5.6901 -2.1062 3.4409
C -6.3228 -1.8056 2.2146
C -5.5578 -1.1005 1.2020
H -2.7029 -0.7587 2.8654
H -3.9260 -1.8620 4.6050
H -6.2565 -2.6465 4.1924
H -7.2934 -2.0671 1.9703
H -6.0235 -0.8715 0.2057
C 2.6079 -2.7796 -0.7853
C 3.0525 -2.3150 -2.1965
C 4.4016 -1.6410 -2.2198
C 5.4256 -2.3688 -1.4285
N 5.9823 -3.0068 -0.6442
H 1.6201 -3.2688 -0.8156
H 2.6815 -1.8649 -0.0884
H 3.2695 -3.6521 -0.5818
H 2.2816 -1.7836 -2.6861
H 3.1191 -3.2157 -2.8171
H 4.3385 -0.6453 -1.7610
H 4.7652 -1.6275 -3.2639
C 7.7739 1.6493 2.4656
C 6.4680 2.3909 2.5023
C 6.3429 3.4451 3.6353
C 7.5193 4.3217 3.5817
N 8.4361 5.0087 3.4305
H 7.9958 1.2431 3.4600
H 8.6455 2.2379 2.2049
H 7.7011 0.7710 1.7813
H 5.5841 1.7325 2.5305
H 6.2698 2.9549 1.5792
H 6.4178 2.8991 4.5995
H 5.4459 4.0729 3.6563
C -3.0559 -2.4485 -6.0337
C -2.8768 -2.9512 -4.6312
C -2.0240 -2.1503 -3.6774
C -0.7036 -1.8465 -4.2143
N 0.3348 -1.6018 -4.6545
H -2.1188 -2.2623 -6.5364
H -3.7071 -1.5169 -6.1298
H -3.6422 -3.2165 -6.5710
H -2.4974 -3.9612 -4.8231
H -3.7902 -3.0823 -4.0534
H -1.8660 -2.6891 -2.7119
H -2.5381 -1.2058 -3.4157
C 4.1556 6.8328 -0.5923
C 4.1440 5.7105 0.3798
C 4.0165 4.2568 -0.2447
C 5.0221 3.9973 -1.2752
N 5.8018 3.7855 -2.0958
H 4.9752 6.7853 -1.2479
H 4.3551 7.7788 -0.0395
H 3.1953 6.9558 -1.1295
H 3.3445 5.7328 1.1174
H 5.0840 5.7027 0.9604
H 3.0338 4.2133 -0.7084
H 4.0526 3.3368 0.4014
C -1.4242 -4.6868 0.4415
C -2.6536 -3.8797 0.8246
C -3.9073 -4.5964 0.4516
C -4.1526 -4.6054 -0.9976
N -4.2890 -4.4913 -2.1210
H -1.2679 -4.9142 -0.6619
H -1.6041 -5.6812 0.8516
H -0.5284 -4.2072 0.8483
H -2.7020 -2.7911 0.6264
H -2.6201 -3.9588 1.9033
H -4.7375 -4.0928 0.9344
H -3.9418 -5.6370 0.8152
C -0.5383 1.7018 -3.8983
C -1.1801 1.8028 -5.2815
C -2.7438 2.1452 -5.1446
C -2.9842 3.3329 -4.3080
N -3.0196 4.3402 -3.7521
H -0.8092 0.8024 -3.2813
H -0.6351 2.5856 -3.2897
H 0.5520 1.5443 -4.0280
H -0.9614 0.8491 -5.7422
H -0.7454 2.6706 -5.8781
H -3.4671 1.4468 -4.7552
H -3.1039 2.3595 -6.1716
C -0.7883 -0.0033 0.8518
C -0.1521 -0.2380 -0.5241
C 0.9536 0.7669 -0.8981
C 1.9596 0.9733 0.0347
N 2.7611 1.1747 0.8554
H -1.6230 -0.6621 0.9206
H -1.1278 1.0180 0.9532
H -0.1306 -0.3086 1.6539
H -0.9702 -0.1841 -1.2402
H 0.2039 -1.3124 -0.5973
H 0.5067 1.7593 -1.0573
H 1.5097 0.5545 -1.8460
C -0.0307 -6.6794 -6.4414
C 0.6297 -5.3341 -6.3103
C 1.4329 -5.1206 -4.9792
C 0.6548 -5.1175 -3.7551
N 0.0224 -5.0007 -2.8117
H -0.3451 -6.9074 -7.4542
H -0.9281 -6.7653 -5.8141
H 0.6719 -7.4191 -6.1489
H -0.0182 -4.4857 -6.4534
H 1.4837 -5.2039 -7.0207
H 1.9239 -4.1234 -4.9027
H 2.1890 -5.9426 -4.9605
C 2.1688 -7.1787 0.9692
C 2.4768 -5.7404 0.5471
C 2.6920 -4.9047 1.8084
C 1.4374 -4.6841 2.5101
N 0.4789 -4.4086 3.0420
H 1.3046 -7.2208 1.6246
H 2.9914 -7.6811 1.4991
H 1.8378 -7.7223 0.0866
H 1.6749 -5.2649 0.0073
H 3.4113 -5.7104 -0.0677
H 3.0536 -3.9113 1.5235
H 3.4058 -5.3104 2.4867
C -2.1442 -6.9244 3.3129
C -2.1854 -5.8737 4.3999
C -3.4616 -5.8618 5.2552
C -4.6361 -5.5607 4.4662
N -5.5197 -5.2970 3.7853
H -3.1586 -6.9634 2.7742
H -1.9640 -7.9015 3.7825
H -1.3196 -6.7075 2.6716
H -1.9310 -4.9022 3.9152
H -1.3797 -6.1395 5.0499
H -3.4397 -5.1545 6.0732
H -3.7030 -6.8985 5.5573

For the energy relative to the best compared isomer or geometry (same formula, charge and spin), the calculation gives 0.897 eV. The HOMO energy is -9.60 eV. The HOMO-LUMO gap comes out at 9.9 eV. The charge is 0.

These are the Löwdin partial charges, in e, on atoms 1 to 4:
1 N 0.0577
2 C -0.1928
3 C -0.1050
4 C -0.0984

---

Density functional theory data (ωB97M-V with the def2-TZVPD basis set) for a single C4H6OS molecule.

CARTESIAN COORDINATES (ANGSTROEM)
C -1.2184 1.1186 0.2314
C -0.1452 0.2576 0.1263
C 1.0403 0.9177 -0.5794
C -0.2868 -1.1353 0.6598
O -0.9411 -1.4314 1.6268
S 0.6639 -2.3125 -0.3168
H -1.2415 2.1137 -0.2165
H -2.0992 0.8435 0.7579
H 0.9222 1.8600 -1.0105
H 1.2141 0.2819 -1.4550
H 1.9804 0.9116 -0.0059
H 0.1111 -3.4255 0.1818

The structure (SMILES) is C=C(C)C(=O)S. For the energy relative to the best compared isomer or geometry (same formula, charge and spin), the calculation gives 1.227 eV. The HOMO energy is -9.81 eV. The HOMO-LUMO gap comes out at 10.1 eV. The charge is 0.

These are the Löwdin partial charges, in e, on atoms 1 to 4:
1 C 0.0916
2 C -0.3168
3 C -0.0861
4 C -0.7533

---

Density functional theory data (ωB97M-V with the def2-TZVPD basis set) for a molecular structure, C9H14Br4Fe2O7.

CARTESIAN COORDINATES (ANGSTROEM)
Fe -0.4508 -1.6448 -1.9766
Fe -3.3904 -0.9481 -0.9222
C -2.4873 -0.9614 -3.2985
O -3.5813 -1.5439 -2.9202
O -2.0508 -0.1767 -2.3179
O -1.4641 -1.5899 -3.8033
C -1.3976 -1.7353 0.4191
O -0.2742 -1.1712 0.0915
O -2.3882 -1.0010 0.8576
O -1.8329 -2.4444 -0.6135
C 2.5638 1.4149 -2.7453
C 2.1113 0.2378 -1.9576
O 1.2263 -0.4871 -2.3833
C 2.7568 -0.0248 -0.6329
H 2.3087 2.3222 -2.1800
H 2.0982 1.4913 -3.7230
H 3.6524 1.4811 -2.8050
H 3.6068 -0.7041 -0.7251
H 1.9806 -0.3700 0.0523
H 3.2162 0.8412 -0.1478
Br 1.0325 3.2761 1.5969
C -0.1421 2.1314 0.5324
C -1.3548 2.9300 0.1115
Br -0.8915 4.1737 -1.3182
H -0.4566 1.2562 1.0921
H 0.4843 1.9015 -0.3199
H -1.8424 3.4483 0.9283
H -2.0447 2.2379 -0.3681
Br 2.0754 -1.5493 2.9979
C 0.2264 -1.1678 3.4811
C -0.5013 -2.4317 3.8705
Br -2.2853 -1.9875 4.4757
H -0.2514 -0.6340 2.6653
H 0.2857 -0.4912 4.3301
H 0.0517 -2.9712 4.6348
H -0.5896 -3.1081 3.0214

As for the spin multiplicity: 9. For the energy relative to the best compared isomer or geometry (same formula, charge and spin), the calculation gives 0.000 eV. The HOMO energy (spin up / spin down) is -9.46 / -9.36 eV. The HOMO-LUMO gap (spin up / spin down) comes out at 8.6 / 8.1 eV. The charge is 0.

These are the Löwdin partial charges, in e, on atoms 1 to 4:
1 Fe 0.9941
2 Fe 1.0775
3 C -0.6984
4 O -0.0918

---

Density functional theory data (ωB97M-V with the def2-TZVPD basis set) for a single C15H19NO molecule.

CARTESIAN COORDINATES (ANGSTROEM)
C -5.8522 -0.0518 -0.3495
C -4.3758 0.1389 -0.1820
C -3.7646 1.3388 -0.5216
C -2.3997 1.4840 -0.3919
C -1.6009 0.4402 0.0752
N -0.2281 0.6812 0.1784
C 0.7741 -0.1816 -0.1006
C 2.1008 0.0943 -0.0199
C 2.5962 1.4506 0.4176
C 4.0704 1.4446 0.8063
C 4.8782 0.7531 -0.2823
C 4.4982 -0.7192 -0.3255
C 3.0047 -0.9748 -0.4145
O 2.5990 -2.0664 -0.7879
C -2.2045 -0.7613 0.4674
C -1.4443 -1.8960 1.0876
C -3.5795 -0.8820 0.3156
H -6.0620 -0.4965 -1.3230
H -6.3753 0.8999 -0.2942
H -6.2468 -0.7175 0.4147
H -4.3582 2.1622 -0.8908
H -1.9309 2.4205 -0.6621
H 0.0275 1.6551 0.2697
H 0.4870 -1.1676 -0.4320
H 2.0015 1.8005 1.2681
H 2.4521 2.1650 -0.4031
H 4.4146 2.4709 0.9513
H 4.2017 0.9092 1.7493
H 5.9483 0.8519 -0.0879
H 4.6674 1.2212 -1.2466
H 4.9769 -1.2315 -1.1625
H 4.8413 -1.2146 0.5887
H -1.0797 -2.5886 0.3292
H -2.0986 -2.4541 1.7544
H -0.5911 -1.5353 1.6575
H -4.0478 -1.8098 0.6138

The structure (SMILES) is Cc1ccc(N/C=C2\CCCCC2=O)c(C)c1. For the energy relative to the best compared isomer or geometry (same formula, charge and spin), the calculation gives 1.100 eV. The HOMO energy is -7.70 eV. The HOMO-LUMO gap comes out at 8.5 eV. The charge is 0.

These are the Löwdin partial charges, in e, on atoms 1 to 4:
1 C -0.0537
2 C -0.2818
3 C -0.0501
4 C -0.0199

---

Density functional theory data (ωB97M-V with the def2-TZVPD basis set) for a molecular structure, C26H44BrN3OP2Ti.

CARTESIAN COORDINATES (ANGSTROEM)
N -7.1128 5.6140 -5.2298
C -6.8024 6.2282 -4.0832
C -6.0781 5.5875 -3.0634
C -5.5774 4.2800 -3.2653
C -5.8942 3.6727 -4.5021
C -6.6938 4.3622 -5.4321
C -4.7608 3.6251 -2.2585
Ti -0.1801 0.0593 1.6879
P 6.2511 -0.8795 0.4334
C -3.6839 2.8583 -2.5624
C -2.7951 2.2702 -1.6089
C -1.6235 1.5872 -2.0660
C -0.7150 1.0618 -1.1434
C -1.0302 1.2056 0.2175
C -2.1875 1.8356 0.7084
C -3.0712 2.3850 -0.2210
Br 2.0993 -0.5222 2.0197
H -5.0342 3.8250 -1.2215
H -3.3914 2.6838 -3.5956
H -5.8738 6.1365 -2.1473
H -5.5466 2.6745 -4.7563
H -7.1450 7.2658 -3.9661
H -6.9941 3.8860 -6.3747
H -1.4175 1.4880 -3.1426
H -3.9708 2.9027 0.1321
H 0.2281 0.5695 -1.4204
H -2.3727 1.9057 1.7886
P -0.6203 -2.0188 0.6379
C 5.5918 0.8385 0.6567
C 6.6727 1.8207 0.2017
H 5.3579 0.9762 1.7226
H 4.6585 0.9561 0.0860
H 6.5074 2.8085 0.6437
H 7.6642 1.4677 0.5147
H 6.6842 1.9379 -0.8888
C 5.3070 -1.3315 -1.0850
C 5.9951 -2.5026 -1.7868
H 5.2915 -0.4343 -1.7191
H 4.2731 -1.5826 -0.8039
H 5.7254 -2.5194 -2.8484
H 7.0874 -2.4197 -1.7132
H 5.7005 -3.4662 -1.3525
C 5.1664 -1.7626 1.6172
C 5.7833 -2.0639 2.9705
H 4.7563 -2.6661 1.1429
H 4.3484 -1.0384 1.7346
H 5.1699 -2.8059 3.4945
H 6.7953 -2.4646 2.8519
H 5.8212 -1.1676 3.5999
C -0.4723 -3.4432 1.7761
C -1.6435 -4.4264 1.7451
H -0.2575 -3.0798 2.7922
H 0.4469 -3.9649 1.4671
H -2.5845 -3.9841 2.0875
H -1.8027 -4.8164 0.7337
H -1.4366 -5.2882 2.3906
C 0.5429 -2.5142 -0.6807
C 0.0370 -2.5154 -2.1216
H 0.8708 -3.5276 -0.4132
H 1.4264 -1.8728 -0.5728
H -0.5010 -3.4415 -2.3558
H -0.6144 -1.6693 -2.3591
H 0.8975 -2.4620 -2.7983
C -2.2607 -2.1199 -0.1425
C -3.3359 -1.6207 0.8108
H -2.4049 -3.1680 -0.4418
H -2.2294 -1.5305 -1.0674
H -4.0864 -1.0211 0.2841
H -3.8506 -2.4545 1.2988
H -2.9334 -0.9767 1.6073
N 0.3649 1.0776 5.3384
C -0.4183 0.1815 4.7204
N -0.9803 -0.8044 5.4513
O -0.7442 0.3274 3.4929
H 0.7439 0.7984 6.2667
H 0.8987 1.7311 4.7714
H -1.4931 -1.5335 4.9507
H -0.5429 -1.0111 6.3641

As for the spin multiplicity: 3. The HOMO energy (spin up / spin down) is -11.59 / -11.83 eV. The HOMO-LUMO gap (spin up / spin down) comes out at 6.2 / 2.5 eV. The charge is +2.

These are the Löwdin partial charges, in e, on atoms 1 to 4:
1 N 0.0517
2 C -0.1287
3 C -0.0150
4 C -0.2239

---

Density functional theory data (ωB97M-V with the def2-TZVPD basis set) for a single C7H6F4N2O molecule.

CARTESIAN COORDINATES (ANGSTROEM)
C -1.6599 -0.4510 -1.9682
C -1.4496 -0.4500 -0.6261
C -2.2275 0.4023 0.3724
C -1.2851 1.0127 1.3117
F -1.4323 0.9099 2.6110
C -0.3940 2.1121 0.7224
O -0.3073 3.2216 0.2410
N 0.2844 0.9289 0.8973
N 1.3113 0.2856 0.3796
C 1.7910 -0.8706 0.5647
C 3.1280 -1.0052 -0.0900
F 4.0983 -0.8634 0.7739
F 3.2612 -2.2980 -0.6718
F 3.2539 -0.0572 -0.9982
H -1.1760 -1.0872 -2.7656
H -2.4204 0.1982 -2.3427
H -0.6664 -1.0162 -0.2765
H -2.7115 1.1924 -0.2239
H -2.8090 -0.4103 0.9855
H 1.4107 -1.7545 1.1037

The structure (SMILES) is C=CC[C@]1(F)C(=O)N1/N=C/C(F)(F)F. For the energy relative to the best compared isomer or geometry (same formula, charge and spin), the calculation gives 3.374 eV. The HOMO energy is -10.12 eV. The HOMO-LUMO gap comes out at 10.0 eV. The charge is 0.

These are the Löwdin partial charges, in e, on atoms 1 to 4:
1 C 0.0424
2 C -0.1732
3 C -0.0898
4 C -0.2934

---

Density functional theory data (ωB97M-V with the def2-TZVPD basis set) for a single C4H9NO molecule.

CARTESIAN COORDINATES (ANGSTROEM)
C 0.9338 -1.5934 -0.8170
N 0.1207 -0.3981 -0.7680
C 0.0063 0.2509 0.3131
C 0.6890 0.0036 1.6344
O -0.8613 1.2849 0.3882
C -1.5844 1.5587 -0.8076
H 1.9897 -1.4332 -0.5531
H 0.5378 -2.3726 -0.1505
H 0.9031 -1.9880 -1.8368
H 1.7326 -0.2923 1.4904
H 0.6545 0.8874 2.2753
H 0.1805 -0.8163 2.1522
H -0.9108 1.9605 -1.5703
H -2.3442 2.2949 -0.5412
H -2.0474 0.6530 -1.2092

The structure (SMILES) is C/N=C(\C)OC. For the energy relative to the best compared isomer or geometry (same formula, charge and spin), the calculation gives 1.338 eV. The HOMO energy is -9.46 eV. The HOMO-LUMO gap comes out at 10.5 eV. The charge is 0.

These are the Löwdin partial charges, in e, on atoms 1 to 4:
1 C -0.1370
2 N 0.0249
3 C -0.4573
4 C 0.0045

---

Density functional theory data (ωB97M-V with the def2-TZVPD basis set) for a single C5H12N2S molecule.

CARTESIAN COORDINATES (ANGSTROEM)
C -0.8330 1.8366 -0.0217
C -1.3750 0.4596 -0.3236
N -2.5721 0.1848 0.0429
N -3.1006 -1.0260 -0.2612
S -0.3542 -0.6636 -1.2560
C 1.2528 -0.7740 -0.3579
C 1.0583 -1.0064 1.1490
C 2.2071 0.3629 -0.6527
H -1.6677 2.4966 0.2969
H -0.0707 1.8203 0.7746
H -0.4116 2.3109 -0.9303
H -3.8426 -1.2486 0.3796
H -2.4302 -1.8011 -0.3532
H 1.7065 -1.6815 -0.7932
H 2.0231 -1.2392 1.6124
H 0.6312 -0.1145 1.6025
H 0.3852 -1.8522 1.3102
H 3.2309 0.1165 -0.2650
H 1.8755 1.3061 -0.2186
H 2.2873 0.5127 -1.7346

The structure (SMILES) is C/C(=N/N)SC(C)C. For the energy relative to the best compared isomer or geometry (same formula, charge and spin), the calculation gives 0.467 eV. The HOMO energy is -8.37 eV. The HOMO-LUMO gap comes out at 9.2 eV. The charge is 0.

These are the Löwdin partial charges, in e, on atoms 1 to 4:
1 C -0.1071
2 C -0.6712
3 N -0.0624
4 N -0.0293